Here is one molecule with the formula C12H18N2S in a non-equilibrium geometry from OMol25. Energies are from ωB97M-V/def2-TZVPD.

The geometry in XYZ format:
```
33
C12H18N2S, DFT ωB97M-V/def2-TZVPD
C 4.38 -0.06 1.02
C 2.92 -0.50 1.27
C 2.32 -1.41 0.20
S 1.96 -0.57 -1.37
C 0.59 0.48 -0.91
N 0.65 1.72 -0.68
C 1.86 2.44 -0.95
N -0.54 -0.29 -0.75
C -1.88 0.04 -0.36
C -2.14 1.36 -0.01
C -3.40 1.75 0.42
C -4.36 0.75 0.50
C -4.09 -0.58 0.20
C -2.83 -0.96 -0.28
C -2.52 -2.39 -0.64
H 4.81 0.39 1.95
H 4.99 -0.94 0.73
H 4.36 0.70 0.22
H 2.31 0.40 1.47
H 2.84 -1.03 2.25
H 1.38 -1.88 0.59
H 3.09 -2.15 -0.06
H 2.50 1.95 -1.71
H 1.60 3.49 -1.23
H 2.48 2.50 -0.03
H -0.45 -1.24 -1.15
H -1.37 2.10 -0.14
H -3.64 2.79 0.62
H -5.39 1.00 0.75
H -4.92 -1.29 0.24
H -1.88 -2.88 0.12
H -3.44 -3.01 -0.63
H -2.19 -2.66 -1.62
```

Its gap between HOMO and LUMO is 0.31966 Ha. The SMILES is CCCS/C(=N\C)Nc1ccccc1C. For the relative energy (zero: lowest compared OMol25 entry of this formula, charge and spin), the calculation gives 0.00 kcal per mole. The LUMO energy is 0.666 eV. As for the molar mass: 222.36 g mol⁻¹. For the energy, the calculation gives -26551.0823 eV.

Here is C2H3Cl2NOSi as an isolated structure in a non-equilibrium geometry from OMol25. Energies are from ωB97M-V/def2-TZVPD.

The geometry in XYZ format:
```
10
C2H3Cl2NOSi, DFT ωB97M-V/def2-TZVPD
C 0.22 -2.03 -0.60
C -0.99 0.73 0.18
N -0.68 -2.57 -0.11
O 1.10 -1.22 -0.90
Si 0.92 0.77 0.09
Cl 1.88 1.76 -1.28
Cl 1.74 0.49 1.84
H -1.53 0.27 -0.73
H -1.30 0.08 0.97
H -1.36 1.72 0.53
```

Its gap between HOMO and LUMO is 0.34427 Ha. For the relative energy (zero: lowest compared OMol25 entry of this formula, charge and spin), the calculation gives 37.45 kcal per mole. The LUMO energy is -0.164 eV. As for the molar mass: 156.04 g mol⁻¹. For the energy, the calculation gives -38584.4547 eV.

Here is one molecule with the formula C5H9NO from OMol25. Energies are from ωB97M-V/def2-TZVPD.

The geometry in XYZ format:
```
16
C5H9NO, DFT ωB97M-V/def2-TZVPD
C -0.76 -0.95 1.18
C -0.19 -0.04 0.10
C -0.66 1.41 0.29
C 1.34 -0.18 -0.02
O 1.59 -0.14 -1.44
C 0.38 -0.41 -1.98
N -0.65 -0.46 -1.25
H -1.85 -0.89 1.19
H -0.40 -0.64 2.17
H -0.48 -2.00 1.01
H 0.07 2.03 0.81
H -0.85 1.88 -0.68
H -1.58 1.46 0.88
H 1.92 0.62 0.44
H 1.69 -1.15 0.35
H 0.41 -0.54 -3.06
```

Its gap between HOMO and LUMO is 0.38924 Ha. The SMILES is CC1(C)COC=N1. For the relative energy (zero: lowest compared OMol25 entry of this formula, charge and spin), the calculation gives 24.20 kcal per mole. The LUMO energy is 0.955 eV. As for the molar mass: 99.13 g mol⁻¹. For the energy, the calculation gives -8868.1634 eV.